Record 1
Entry from the Open Molecules 2025 dataset: a cluster of 5 separate species, C41H61Cl2IN5O3P2SSi in total (ωB97M-V with the def2-TZVPD basis set).

Calculated values
2S+1: 1
HOMO-LUMO gap: 7.5968 eV
Maximum force: 0.0171 hartree/bohr
Total charge: +1

```
117
C41H61Cl2IN5O3P2SSi (ωB97M-V with the def2-TZVPD basis set)
C -0.64 0.41 4.01
C -1.44 0.26 2.73
O -2.32 1.36 2.49
C -2.34 -0.97 2.74
N -3.02 -1.19 1.46
C -2.21 -1.96 0.52
C -2.89 -1.89 -0.84
O -2.07 -2.19 -1.97
C -0.97 -1.36 -2.28
Si 0.60 -2.19 -1.38
C 2.01 -2.53 -2.57
C 0.12 -3.82 -0.65
C 1.32 -1.08 -0.03
N -0.84 -1.49 -3.78
C 0.10 -0.77 -4.41
N 0.88 -1.35 -5.34
Cl 0.41 -2.88 -5.92
C 2.21 -0.93 -5.81
C 2.42 -0.79 -7.29
N 3.05 0.14 -7.86
N 0.36 0.52 -4.04
P 0.61 1.98 -5.09
O -0.63 2.92 -4.68
Cl -0.20 1.31 -6.81
C 0.24 0.67 -2.55
P 0.73 2.33 -1.83
S -0.56 3.18 -0.69
C -1.11 0.15 -2.02
C -2.38 0.92 -2.54
C -3.52 0.22 -3.31
C -4.90 0.66 -2.82
I -3.40 0.54 -5.43
H -0.01 1.30 3.97
H -1.32 0.51 4.85
H -0.02 -0.47 4.18
H -0.76 0.20 1.88
H -2.02 2.14 2.97
H -1.75 -1.86 2.99
H -3.10 -0.84 3.52
H -3.17 -0.26 1.06
H -1.17 -1.61 0.45
H -2.18 -2.99 0.88
H -3.34 -0.91 -0.95
H -3.71 -2.61 -0.88
H 1.77 -3.32 -3.29
H 2.42 -1.67 -3.10
H 2.81 -2.92 -1.94
H -0.27 -3.72 0.36
H 1.03 -4.42 -0.59
H -0.60 -4.38 -1.26
H 1.66 -1.74 0.78
H 2.20 -0.53 -0.38
H 0.63 -0.35 0.41
H -0.83 -2.46 -4.05
H 2.49 -0.02 -5.28
H 2.88 -1.73 -5.46
H 2.04 -1.61 -7.91
H 3.35 0.85 -7.20
H -0.65 3.33 -3.81
H 1.02 0.05 -2.12
H 1.95 1.97 -1.24
H 1.19 3.05 -2.94
H -1.07 0.30 -0.94
H -2.83 1.38 -1.65
H -2.04 1.78 -3.12
H -3.42 -0.86 -3.25
H -5.65 0.61 -3.61
H -5.25 0.01 -2.01
H -4.87 1.69 -2.45
C -1.53 -0.02 8.81
C -2.01 -0.32 7.54
C -1.75 -1.56 6.98
C -1.01 -2.51 7.68
C -0.53 -2.20 8.95
C -0.79 -0.96 9.51
H -1.73 0.95 9.25
H -2.59 0.41 7.00
H -2.13 -1.80 5.99
H -0.81 -3.48 7.24
H 0.04 -2.94 9.50
H -0.41 -0.73 10.50
C 3.33 -4.89 1.93
C 4.72 -4.84 1.87
C 5.40 -3.82 2.52
C 4.70 -2.85 3.23
C 3.31 -2.91 3.30
C 2.63 -3.93 2.65
H 2.80 -5.69 1.43
H 5.26 -5.59 1.32
H 6.48 -3.78 2.48
H 5.23 -2.07 3.75
H 2.77 -2.16 3.86
H 1.55 -3.97 2.70
C 6.47 3.07 -9.31
C 5.32 2.96 -8.55
C 4.67 4.10 -8.10
C 5.17 5.35 -8.40
C 6.33 5.47 -9.17
C 6.97 4.33 -9.62
H 6.97 2.18 -9.67
H 4.92 1.98 -8.32
H 3.77 4.01 -7.50
H 4.67 6.24 -8.05
H 6.72 6.44 -9.41
H 7.87 4.41 -10.22
C -5.08 4.49 9.00
C -4.84 3.15 9.27
C -4.76 2.24 8.22
C -4.90 2.68 6.91
C -5.13 4.02 6.65
C -5.22 4.93 7.69
H -5.15 5.20 9.82
H -4.73 2.81 10.29
H -4.58 1.19 8.42
H -4.83 1.97 6.09
H -5.25 4.37 5.62
H -5.40 5.98 7.49
```



Record 2
Entry from the Open Molecules 2025 dataset: a structure of composition C41H61F6IrN6O2SSbSi3 in a non-equilibrium geometry (ωB97M-V with the def2-TZVPD basis set).

Calculated values
2S+1: 1
HOMO-LUMO gap: 7.3486 eV
Maximum force: 0.0374 hartree/bohr
Total charge: +1

```
122
C41H61F6IrN6O2SSbSi3 (ωB97M-V with the def2-TZVPD basis set)
Ir -0.80 -0.07 -0.23
C -1.39 -1.90 3.61
Sb -1.72 0.20 3.34
C -2.25 0.26 1.25
C -2.42 1.63 0.77
C -2.72 2.81 1.47
C -2.72 4.00 0.77
C -2.42 3.99 -0.60
C -2.13 2.80 -1.21
N -2.12 1.63 -0.54
Si -3.85 -0.78 1.01
C -3.46 -2.60 0.99
C -4.84 -0.20 -0.48
C -4.92 -0.40 2.51
C 0.34 0.99 3.35
C 0.57 1.87 2.14
C 1.12 3.14 2.36
C 1.45 4.00 1.33
C 1.23 3.58 0.04
C 0.70 2.33 -0.14
N 0.36 1.47 0.85
Si 1.80 -0.26 3.36
C 3.35 0.66 2.81
C 2.17 -1.02 5.03
C 1.54 -1.65 2.17
Si 0.26 1.95 5.02
C 1.94 2.60 5.60
C -0.98 3.36 4.89
C -0.38 0.84 6.39
H -2.33 -2.35 3.93
H -0.65 -2.04 4.39
H -1.05 -2.38 2.69
H -2.95 2.79 2.52
H -2.95 4.93 1.28
H -2.42 4.91 -1.18
H -1.92 2.77 -2.27
H -2.53 -2.81 0.48
H -4.26 -3.13 0.46
H -3.41 -3.02 1.99
H -4.21 0.20 -1.27
H -5.56 0.57 -0.19
H -5.40 -1.04 -0.90
H -4.55 -0.88 3.42
H -5.94 -0.76 2.34
H -4.97 0.67 2.70
H 1.32 3.45 3.37
H 1.89 4.96 1.55
H 1.47 4.19 -0.82
H 0.56 1.96 -1.14
H 3.78 1.30 3.58
H 3.16 1.28 1.93
H 4.11 -0.08 2.54
H 2.40 -0.29 5.81
H 3.04 -1.66 4.91
H 1.35 -1.65 5.40
H 2.38 -1.69 1.47
H 0.64 -1.53 1.57
H 1.48 -2.61 2.69
H 2.64 2.82 4.80
H 2.42 1.87 6.26
H 1.80 3.51 6.18
H -0.93 3.91 3.95
H -0.83 4.08 5.70
H -1.99 2.96 4.99
H 0.21 -0.06 6.53
H -1.42 0.54 6.23
H -0.35 1.41 7.32
C -3.52 -1.85 -5.91
N -3.08 -2.18 -4.56
N -2.46 -1.26 -3.75
C -2.56 -1.69 -2.44
O -2.11 -1.10 -1.42
C -3.31 -2.89 -2.48
C -3.62 -3.15 -3.78
C -4.43 -4.24 -4.37
C -1.58 -0.28 -4.29
C -1.51 0.95 -3.67
C -0.65 1.91 -4.16
C 0.13 1.65 -5.28
C 0.06 0.41 -5.89
C -0.79 -0.57 -5.40
H -3.26 -0.82 -6.13
H -4.60 -1.96 -5.99
H -3.04 -2.50 -6.64
H -3.56 -3.49 -1.62
H -4.62 -5.00 -3.62
H -3.92 -4.70 -5.22
H -5.40 -3.86 -4.73
H -2.14 1.11 -2.81
H -0.57 2.88 -3.67
H 0.80 2.41 -5.65
H 0.68 0.19 -6.75
H -0.81 -1.55 -5.86
C 0.42 -3.07 -2.48
C 1.10 -2.52 -1.23
O 0.66 -1.28 -0.81
C 2.60 -2.35 -1.57
F 2.75 -1.69 -2.72
F 3.21 -3.54 -1.71
F 3.27 -1.68 -0.63
C 0.96 -3.63 -0.15
F 1.89 -3.59 0.80
F -0.25 -3.52 0.45
F 1.01 -4.86 -0.68
H 0.46 -2.31 -3.25
H -0.60 -3.33 -2.25
H 0.93 -3.97 -2.83
S 2.88 1.47 -2.33
C 4.51 1.17 -2.06
N 5.44 1.36 -3.01
C 6.86 1.07 -2.87
C 7.03 -0.04 -1.85
C 6.32 0.37 -0.57
N 4.94 0.72 -0.87
H 5.08 1.71 -3.89
H 7.40 1.97 -2.54
H 7.25 0.78 -3.84
H 8.08 -0.23 -1.66
H 6.58 -0.96 -2.23
H 6.84 1.22 -0.11
H 6.32 -0.45 0.16
H 4.21 0.47 -0.23
```



Record 3
Entry from the Open Molecules 2025 dataset: a cluster of 9 separate species, C41H61IN2O17 in total in a non-equilibrium geometry (ωB97M-V with the def2-TZVPD basis set).

Calculated values
2S+1: 1
HOMO-LUMO gap: 9.2011 eV
SMILES: N#CC[C@@](C#N)(CCO)CCCI.O=C1CCCO1.O=C1CCCO1.O=C1CCCO1.O=C1CCCO1.O=C1CCCO1.O=C1CCCO1.O=C1CCCO1.O=C1CCCO1
Maximum force: 0.1304 hartree/bohr

```
122
C41H61IN2O17 (ωB97M-V with the def2-TZVPD basis set)
N 0.44 -5.42 4.44
C 0.04 -4.60 3.63
C -0.55 -3.36 2.80
C -2.06 -2.94 3.30
C -2.18 -3.56 4.80
N -2.35 -3.87 5.95
C -2.03 -1.30 3.34
C -3.46 -0.64 3.66
O -3.81 0.21 2.51
C -3.18 -3.49 2.29
C -4.12 -4.65 2.87
C -5.31 -4.13 3.83
I -7.15 -3.56 2.80
H -0.51 -3.55 1.68
H 0.15 -2.46 3.02
H -1.25 -0.91 4.11
H -1.59 -1.00 2.31
H -4.30 -1.41 3.78
H -3.39 -0.04 4.64
H -3.55 -0.31 1.70
H -3.85 -2.65 1.85
H -2.61 -3.94 1.38
H -4.64 -5.14 1.96
H -3.57 -5.50 3.40
H -5.58 -5.02 4.52
H -4.95 -3.30 4.55
O -4.93 6.34 2.57
C -4.38 5.33 2.92
C -4.60 4.61 4.22
C -3.40 3.69 4.29
C -3.10 3.44 2.83
O -3.48 4.64 2.16
H -5.54 4.06 4.17
H -4.61 5.31 5.06
H -3.58 2.77 4.86
H -2.56 4.21 4.76
H -3.69 2.61 2.42
H -2.04 3.24 2.66
O 2.29 -0.59 1.16
C 1.84 0.16 1.99
C 2.65 1.07 2.87
C 1.65 1.45 3.94
C 0.34 1.37 3.20
O 0.51 0.33 2.23
H 2.97 1.94 2.28
H 3.51 0.55 3.29
H 1.84 2.44 4.38
H 1.68 0.71 4.74
H 0.10 2.30 2.68
H -0.49 1.12 3.87
O 2.82 4.53 -0.08
C 3.46 3.62 -0.55
C 2.91 2.52 -1.41
C 4.02 1.50 -1.37
C 5.25 2.36 -1.18
O 4.81 3.48 -0.40
H 2.75 2.91 -2.42
H 1.98 2.12 -1.00
H 4.08 0.87 -2.26
H 3.89 0.84 -0.51
H 5.66 2.73 -2.12
H 6.04 1.82 -0.64
O 3.09 -0.01 -3.90
C 3.74 -0.92 -4.37
C 3.20 -2.03 -5.24
C 4.32 -3.04 -5.19
C 5.54 -2.18 -4.99
O 5.08 -1.06 -4.22
H 3.04 -1.64 -6.25
H 2.27 -2.43 -4.83
H 4.38 -3.67 -6.08
H 4.18 -3.70 -4.32
H 5.94 -1.81 -5.93
H 6.33 -2.70 -4.45
O -5.14 -3.80 0.06
C -4.55 -3.60 -0.98
C -5.05 -2.75 -2.12
C -4.14 -3.18 -3.25
C -2.88 -3.58 -2.53
O -3.32 -4.10 -1.27
H -4.90 -1.69 -1.86
H -6.09 -2.95 -2.34
H -3.98 -2.40 -4.00
H -4.58 -4.04 -3.76
H -2.21 -2.74 -2.35
H -2.33 -4.36 -3.07
O 2.18 -1.59 -7.90
C 3.08 -1.22 -8.61
C 2.93 -0.75 -10.04
C 4.36 -0.80 -10.53
C 5.15 -0.55 -9.27
O 4.38 -1.13 -8.22
H 2.53 0.26 -10.04
H 2.29 -1.42 -10.60
H 4.57 -0.08 -11.33
H 4.58 -1.80 -10.92
H 5.28 0.51 -9.07
H 6.14 -1.03 -9.31
O -7.02 2.16 3.40
C -8.02 2.34 4.05
C -9.02 3.44 3.85
C -9.80 3.40 5.15
C -9.70 1.95 5.55
O -8.42 1.52 5.07
H -9.65 3.20 2.99
H -8.53 4.40 3.71
H -10.84 3.74 5.05
H -9.31 4.03 5.89
H -10.47 1.33 5.09
H -9.74 1.82 6.63
O 7.87 0.56 -1.53
C 8.71 1.16 -0.91
C 8.97 2.64 -0.98
C 10.33 2.76 -0.34
C 10.35 1.59 0.62
O 9.55 0.58 -0.01
H 8.20 3.16 -0.39
H 8.97 2.99 -2.01
H 10.51 3.72 0.16
H 11.11 2.62 -1.10
H 9.90 1.83 1.59
H 11.36 1.21 0.79
```



Record 4
Entry from the Open Molecules 2025 dataset: a structure of composition C41H63HfN5O2PS2SbSi3 in a non-equilibrium geometry (ωB97M-V with the def2-TZVPD basis set).

Calculated values
Energy above the lowest of the compared OMol25 structures with the same formula, charge and spin: 34.0 kcal per mole
2S+1: 1
HOMO-LUMO gap: 5.0369 eV
Maximum force: 0.2413 hartree/bohr
Total charge: -2

```
119
C41H63HfN5O2PS2SbSi3 (ωB97M-V with the def2-TZVPD basis set)
Hf -1.85 -2.57 2.05
C -2.53 -4.53 6.20
O -1.41 -5.41 6.33
C -0.20 -4.81 6.48
C 0.64 -4.95 5.41
C 1.80 -4.18 5.34
C 2.19 -3.37 6.45
C 1.36 -3.39 7.58
C 0.16 -4.05 7.57
N 3.24 -2.45 6.53
N 3.79 -1.78 5.48
C 2.93 -1.66 4.43
C 3.29 -1.93 3.16
C 2.31 -2.02 2.11
C 1.01 -1.90 2.38
O 0.00 -2.00 1.43
C 0.62 -1.51 3.60
N -0.71 -1.33 3.85
C -1.15 -0.79 5.01
C -0.21 -0.36 5.91
C 1.11 -0.66 5.81
C 1.57 -1.35 4.67
H -2.31 -3.86 5.35
H -2.64 -4.02 7.17
H -3.43 -5.17 6.09
H 0.28 -5.63 4.62
H 2.49 -4.27 4.54
H 1.67 -2.81 8.46
H -0.64 -3.98 8.32
H 4.28 -2.16 2.87
H 2.63 -2.08 1.07
H -2.24 -0.54 5.10
H -0.58 0.23 6.74
H 1.83 -0.50 6.64
S -1.99 -4.76 2.48
N 5.28 7.07 -7.51
C 5.40 6.06 -7.02
H -2.60 -2.18 0.41
S -4.55 0.51 4.56
C -4.06 -0.69 3.55
N -3.86 -1.52 2.71
C -3.35 -6.50 -2.04
Si -3.37 -4.85 -2.92
C -4.25 -3.76 -1.73
C -4.24 -4.97 -4.56
Sb -0.99 -3.69 -3.19
Si 0.37 -5.76 -2.40
C 2.16 -5.34 -2.79
C 0.16 -7.42 -3.30
C 0.15 -5.97 -0.58
Si -0.44 -4.00 -5.69
C 1.20 -3.22 -5.93
C -0.30 -5.75 -6.45
C -1.72 -2.78 -6.51
H -4.40 -6.69 -1.83
H -2.92 -6.32 -1.08
H -2.88 -7.33 -2.61
H -4.86 -4.51 -1.21
H -4.79 -2.86 -2.04
H -3.57 -3.37 -0.95
H -5.34 -4.91 -4.56
H -3.84 -5.80 -5.14
H -4.04 -4.02 -5.10
H 2.41 -5.39 -3.86
H 2.89 -6.04 -2.34
H 2.53 -4.34 -2.53
H 0.98 -7.95 -2.82
H 0.25 -7.39 -4.36
H -0.78 -7.93 -3.02
H 0.01 -5.00 -0.04
H 0.91 -6.46 0.01
H -0.82 -6.42 -0.45
H 2.04 -3.73 -5.43
H 1.24 -2.16 -5.63
H 1.48 -3.32 -6.96
H 0.65 -6.11 -6.09
H -0.22 -5.71 -7.53
H -1.16 -6.42 -6.28
H -1.30 -1.80 -6.51
H -2.69 -2.69 -6.02
H -1.83 -3.08 -7.54
C 0.67 8.69 -2.76
C 0.72 7.12 -2.49
C 1.71 6.68 -3.63
C -0.63 6.46 -2.80
P 1.18 6.67 -0.75
C -0.45 7.24 0.11
C -1.48 6.29 0.28
C -2.66 6.61 1.09
C -2.66 7.77 1.88
C -1.46 8.65 1.81
C -0.41 8.41 1.02
C 2.63 7.81 -0.07
C 2.89 7.33 1.49
C 3.90 7.40 -0.84
C 2.69 9.43 0.20
H -0.16 9.07 -2.39
H 0.60 8.89 -3.66
H 1.57 9.14 -2.58
H 1.20 6.73 -4.61
H 2.12 5.86 -3.60
H 2.53 7.31 -3.64
H -0.70 6.12 -3.83
H -1.56 6.97 -2.47
H -0.65 5.53 -2.23
H -1.16 5.11 -0.09
H -3.46 6.19 1.19
H -3.52 8.01 2.40
H -1.59 9.54 2.16
H 0.10 9.38 0.73
H 3.22 8.01 2.06
H 3.56 6.60 1.67
H 1.94 7.12 1.90
H 3.90 6.31 -0.94
H 5.14 7.49 0.12
H 3.95 7.91 -1.80
H 2.58 9.44 1.62
H 1.84 10.03 -0.35
H 3.68 9.77 -0.13
```